Entry 1:
This record from OMol25 describes C27H39As2BF6N6RbS7 as an isolated structure. The level of theory is the ωB97M-V functional and the def2-TZVPD basis.

As for the LUMO energy (alpha / beta): 3.22 / 3.22 eV. As for the net charge: -2. The value obtained for the energy above the lowest of the compared OMol25 structures with the same formula, charge and spin is 20.5 kJ/mol. As for the HOMO energy (alpha / beta): -1.821 / -1.796 eV. Its multiplicity is 2. For the gap between HOMO and LUMO (alpha / beta), the calculation gives 5.040 / 5.015 eV.

Structure (XYZ):
```
89
Properties=species:S:1:pos:R:3:lowdin_spin:R:1
Rb 1.58867 -1.82430 0.98812 0.009
C -0.11697 -0.63973 5.68685 0.000
C -0.85203 0.38354 4.89251 0.000
C -1.04206 1.63604 5.36189 0.000
C -1.76119 2.58862 4.59256 0.000
N -2.20529 2.29052 3.41670 0.000
N -1.98385 1.05281 2.90532 0.000
B -2.49814 0.96320 1.49333 0.000
N -3.03316 2.24872 0.85003 0.000
N -4.36802 2.15746 0.67448 0.000
C -5.02370 3.15529 0.17800 0.000
C -4.35351 4.35735 -0.18012 0.000
C -3.01700 4.46421 -0.01329 0.000
C -2.26956 5.70232 -0.38583 0.000
C -2.27911 3.34470 0.53629 0.000
S -0.63534 3.39254 0.76793 0.000
C -6.52646 3.00041 0.00549 0.000
C -6.97929 1.60455 0.42666 0.000
C -7.23536 4.04631 0.87542 0.000
C -6.88934 3.22478 -1.46843 0.000
N -3.17206 -0.31376 0.97241 0.000
N -4.16659 -0.98728 1.51564 0.000
C -4.56348 -2.04076 0.83599 0.000
C -4.00379 -2.36248 -0.42229 0.002
C -2.97711 -1.63322 -0.96800 0.002
C -2.29794 -1.96884 -2.23920 0.000
C -2.51671 -0.59181 -0.14331 0.001
S -1.18074 0.48178 -0.08099 0.001
C -5.61025 -2.90154 1.53191 0.000
C -4.95411 -3.48224 2.79370 0.000
C -6.81141 -2.03140 1.91878 0.000
C -6.08228 -4.05363 0.64578 0.000
C -1.35477 0.03530 3.57880 0.002
S -1.17260 -1.49414 2.95153 0.013
C -2.07832 4.00342 5.07572 0.000
C -3.59958 4.19933 5.05184 0.000
C -1.56496 4.24596 6.49393 0.000
C -1.42350 5.01271 4.12778 0.000
H 0.16293 -0.23050 6.65798 0.000
H 0.77907 -0.95321 5.15717 0.000
H -0.73382 -1.53078 5.81867 0.000
H -0.64091 1.90588 6.32941 0.000
H -4.91572 5.18927 -0.58841 0.000
H -2.95526 6.47362 -0.73919 0.000
H -1.53572 5.47587 -1.16120 0.000
H -1.69821 6.07095 0.46646 0.000
H -6.73656 1.40497 1.47001 0.000
H -6.48888 0.83311 -0.16804 0.000
H -8.06087 1.51990 0.29172 0.000
H -6.98684 3.90043 1.92837 0.000
H -8.31866 3.95644 0.76209 0.000
H -6.95064 5.06317 0.59695 0.000
H -6.37344 2.50366 -2.10511 0.000
H -6.62073 4.22800 -1.80497 0.000
H -7.96558 3.10019 -1.61136 0.000
H -4.33910 -3.24555 -0.94719 0.000
H -2.82359 -2.76395 -2.76565 0.000
H -1.28158 -2.33181 -2.03242 0.000
H -2.20688 -1.08814 -2.87887 0.000
H -4.62878 -2.68266 3.45879 0.000
H -4.07555 -4.07607 2.53151 0.000
H -5.66590 -4.12222 3.32339 0.000
H -6.49516 -1.20559 2.55515 0.000
H -7.54751 -2.63162 2.46010 0.000
H -7.29417 -1.61363 1.03128 0.000
H -5.26153 -4.72967 0.39885 0.000
H -6.53168 -3.69421 -0.28365 0.000
H -6.83883 -4.62925 1.18345 0.000
H -4.09671 3.48820 5.71640 0.000
H -3.98340 4.04759 4.04304 0.000
H -3.85314 5.21181 5.37841 0.000
H -2.01674 3.55925 7.21404 0.000
H -1.81974 5.26413 6.79599 0.000
H -0.47928 4.14386 6.55187 0.000
H -1.78262 4.87253 3.10949 0.000
H -0.33927 4.88514 4.10792 0.000
H -1.65145 6.03229 4.45394 0.000
S 2.44818 -5.18135 0.56128 -0.003
As 0.86724 -4.74320 -0.77844 -0.011
S -1.02935 -4.35653 0.27161 0.435
S 1.36834 -3.17579 -2.14552 -0.003
S -0.20762 -6.42514 -1.65991 0.553
F 1.67405 0.58937 2.28033 0.000
As 3.15311 0.52218 3.19877 0.000
F 3.74686 1.91737 2.36866 0.000
F 2.41637 1.52008 4.41871 0.000
F 4.61246 0.42325 4.12048 0.000
F 2.54160 -0.91379 3.98297 0.000
F 3.83348 -0.52617 1.97001 0.000
```


Entry 2:
This record from OMol25 describes C27H39BF15LiMgN5O16S as an isolated structure. The level of theory is the ωB97M-V functional and the def2-TZVPD basis.

As for the LUMO energy: -3.63 eV. As for the net charge: -1. As for the HOMO energy: -4.755 eV. For the gap between HOMO and LUMO, the calculation gives 1.128 eV.

Structure (XYZ):
```
106
Properties=species:S:1:pos:R:3:mulliken_charge:R:1
C 1.61990 6.11416 3.22674 -0.870
C 0.10583 6.04827 2.73728 0.418
N -0.33079 6.95571 1.90258 -0.387
C -0.90748 4.92245 3.23666 -0.373
O -1.73873 4.49540 2.10106 -0.287
S -1.09199 3.06010 1.55552 0.783
O -2.02457 1.90909 1.84165 -0.661
O -1.00822 3.12250 -0.14987 -0.379
C -0.06564 2.08332 -0.48483 -0.121
C 0.61868 2.24755 -1.89905 -0.776
C 1.50129 3.53398 -2.08597 0.816
F 1.57166 3.77609 -3.50081 -0.327
F 0.92824 4.71349 -1.57489 -0.238
C 3.00409 3.31177 -1.62727 0.764
F 3.44582 2.02234 -1.97891 -0.228
F 3.81867 4.21303 -2.46197 -0.346
C 3.32050 3.69601 -0.12768 0.234
F 2.23178 3.70587 0.73616 0.047
F 3.80992 5.02445 -0.14011 -0.345
C 4.48729 2.80722 0.50791 0.395
F 5.57589 2.73234 -0.37810 -0.293
F 4.98077 3.54793 1.60276 -0.277
C 3.97987 1.37832 0.99111 0.447
F 2.74450 1.00523 0.46767 -0.144
F 4.89810 0.40351 0.56320 -0.300
C 3.85751 1.20984 2.58271 0.494
F 5.07919 1.17568 3.20323 -0.214
F 3.21683 -0.03160 2.76453 -0.183
F 2.98226 2.15616 3.08544 -0.165
H 1.70653 6.78412 4.14026 0.373
H 2.30853 6.49431 2.41441 0.347
H 1.91203 5.05079 3.52429 0.012
H 0.48728 7.56454 1.72528 0.215
H -0.26781 4.03112 3.53078 0.253
H -1.53979 5.27210 4.10904 0.347
H 0.66044 1.94121 0.38022 -0.135
H -0.66567 1.10722 -0.53033 0.523
H -0.21424 2.24842 -2.67165 0.549
H 1.21217 1.28255 -2.08371 0.254
O 1.56164 -0.38887 -1.68775 -0.908
C 0.93547 -1.41230 -1.42890 1.072
N 0.00027 -1.89565 -2.29634 -0.268
C 1.13644 -2.20133 -0.17310 0.187
H -0.53929 -2.73136 -2.13218 -0.065
H -0.15888 -1.37964 -3.15009 0.092
H 0.91690 -1.56330 0.68451 0.024
H 2.18374 -2.53835 -0.12062 0.313
H 0.48421 -3.07446 -0.13579 -0.599
Li 1.45140 -1.15061 -3.68584 0.832
C 1.37789 -2.48550 3.04550 -0.645
N 0.12891 -3.28026 2.92932 1.086
O -0.93204 -2.69246 3.05806 -0.587
O 0.25268 -4.47525 2.70997 -0.574
H 1.11955 -1.44691 3.23887 0.284
H 1.95502 -2.89935 3.87018 0.290
H 1.91925 -2.58240 2.09621 0.292
B -3.63497 8.95561 -1.02675 0.612
O -4.40485 9.43715 0.13819 -0.437
C -3.53447 9.88681 1.03592 0.552
O -3.83672 10.35257 2.10832 -0.630
C -2.16390 9.72510 0.51193 0.708
O -1.14207 10.03577 1.07915 -0.657
O -2.21289 9.17955 -0.69760 -0.399
F -3.99217 9.69638 -2.19230 -0.369
F -3.87843 7.56665 -1.23735 -0.382
C 5.42811 3.08551 5.85352 0.887
O 6.51038 2.93275 5.29684 -0.419
O 4.57064 3.94012 5.53824 -0.322
O 5.01395 2.40921 6.82057 -0.347
C -2.82218 -7.97019 -0.24341 -0.859
N -1.39071 -8.05680 -0.72737 0.060
C -1.36165 -8.96722 -1.93073 -0.949
C -0.53313 -8.64594 0.35747 -0.914
C -0.86869 -6.69087 -1.17386 -0.953
C -0.79066 -5.63101 -0.07868 0.747
O -2.07031 -5.37426 0.48055 -0.537
H -3.22421 -8.98368 -0.19831 0.353
H -2.84067 -7.54323 0.75547 0.393
H -3.39358 -7.37187 -0.95169 0.345
H -1.71881 -9.95290 -1.63208 0.347
H -0.33554 -9.03256 -2.29461 0.347
H -2.01945 -8.54304 -2.70476 0.535
H -0.60632 -8.02301 1.24830 0.379
H 0.49635 -8.68702 0.00098 0.340
H -0.90123 -9.64781 0.57886 0.380
H -1.54190 -6.35847 -1.96854 0.518
H 0.12623 -6.85533 -1.59297 0.288
H -0.41690 -4.70192 -0.51461 -0.717
H -0.10557 -5.92758 0.72025 0.389
H -1.96118 -4.70374 1.17123 0.329
Mg 3.71279 5.81960 -3.54540 0.155
N -2.84039 -2.11996 -3.46327 -0.210
C -3.60398 -1.84023 -2.39497 -0.013
C -4.97159 -1.63645 -2.45751 -0.845
C -5.59150 -1.72169 -3.69482 -0.064
C -4.82619 -2.00751 -4.81566 -0.565
C -3.46555 -2.19831 -4.64827 -0.282
H -3.07424 -1.78038 -1.44953 0.478
H -5.53747 -1.41613 -1.56183 0.386
H -6.66043 -1.56714 -3.78496 0.374
H -5.27662 -2.08111 -5.79684 0.377
H -2.82656 -2.42768 -5.49459 0.362
O 3.81029 -2.79430 0.59121 -1.057
H 4.13457 -1.89431 0.56329 0.154
O -3.59987 -7.83603 -4.50657 -1.030
H -3.84972 -7.07502 -3.97844 0.111
```


Entry 3:
This record from OMol25 describes C27H39BN2O5Re as an isolated structure. The level of theory is the ωB97M-V functional and the def2-TZVPD basis.

As for the LUMO energy (alpha / beta): 0.22 / -0.44 eV. The value obtained for the energy above the lowest of the compared OMol25 structures with the same formula, charge and spin is 19.3 kJ/mol. As for the HOMO energy (alpha / beta): -7.335 / -7.979 eV. Its multiplicity is 2. For the gap between HOMO and LUMO (alpha / beta), the calculation gives 7.559 / 7.537 eV.

Structure (XYZ):
```
75
Properties=species:S:1:pos:R:3:lowdin_spin:R:1
Re -0.05044 0.22119 0.98100 0.677
N 0.46596 -1.84916 1.47519 0.002
C 0.04806 -2.18996 2.85510 -0.001
C 0.17722 -0.95976 3.73128 0.026
O 0.25934 -1.04230 4.94254 0.053
N 0.18904 0.18099 3.00674 0.080
C 0.43154 1.41686 3.72572 0.003
C 0.46419 2.55477 2.72256 0.002
O 0.54996 3.71392 3.05440 0.001
O 0.39839 2.16125 1.47000 0.019
H 0.06570 -2.50243 0.81098 0.000
H 1.47768 -1.93190 1.38736 0.001
H 0.64912 -2.99184 3.28029 0.000
H -0.99541 -2.50368 2.85019 0.000
H 1.38934 1.38821 4.25092 0.002
H -0.32963 1.60960 4.48311 0.003
C -2.22513 -0.25795 0.29483 0.034
C -1.41837 -0.92016 -0.68141 -0.004
C -0.60417 0.07437 -1.33220 -0.003
C -0.97266 1.32147 -0.73870 -0.003
C -1.99164 1.13722 0.25117 0.020
C -2.85428 2.19290 0.92014 0.005
C -2.31706 3.60175 0.66866 0.000
C -2.97944 1.93647 2.42306 0.001
C -4.25037 2.08016 0.28367 0.003
C 0.32221 0.03248 -2.56386 0.001
C 0.84406 1.44257 -2.88873 0.000
C 1.56231 -0.86274 -2.42501 -0.001
C -0.50015 -0.40890 -3.78526 0.000
C -1.76783 -2.36963 -1.05238 0.000
C -2.35913 -3.14447 0.13905 0.000
C -2.90673 -2.25701 -2.08923 -0.001
C -0.64839 -3.22045 -1.65712 0.000
H -2.96162 -0.74022 0.91823 0.005
H -0.54846 2.27527 -0.99585 0.001
H -1.31352 3.73687 1.07086 0.000
H -2.97960 4.32624 1.14652 0.000
H -2.30140 3.82686 -0.40124 0.000
H -2.02902 2.08671 2.93339 0.000
H -3.32293 0.91963 2.62915 0.000
H -3.70352 2.62875 2.85712 0.000
H -4.19832 2.21694 -0.79906 0.000
H -4.90822 2.85006 0.69300 0.001
H -4.70314 1.10590 0.48337 0.000
H 1.37633 1.88345 -2.04635 0.000
H 0.03938 2.11459 -3.19378 0.000
H 1.54424 1.36580 -3.72345 0.000
H 2.35580 -0.34026 -1.89659 0.000
H 1.94756 -1.09759 -3.42070 0.000
H 1.37853 -1.79701 -1.90329 0.000
H -1.43580 0.15091 -3.84996 0.000
H -0.73674 -1.47144 -3.77876 0.000
H 0.07389 -0.21168 -4.69341 0.000
H -3.29061 -2.70250 0.49189 0.000
H -1.68824 -3.22500 0.99660 0.000
H -2.58965 -4.15923 -0.18699 0.000
H -3.74781 -1.70104 -1.67075 0.000
H -3.25674 -3.25613 -2.35920 0.000
H -2.58583 -1.75019 -2.99696 0.000
H 0.21711 -3.34280 -1.00044 0.000
H -0.28618 -2.82141 -2.59926 0.000
H -1.04270 -4.21845 -1.85529 0.000
O 2.93257 -0.80060 0.68805 0.013
B 2.03940 0.28639 0.47501 0.049
O 2.77659 1.36247 -0.03068 0.007
C 4.07224 0.93460 -0.16068 0.000
C 5.16149 1.62818 -0.63806 0.001
C 6.37550 0.94369 -0.66043 0.001
C 6.47554 -0.37165 -0.22055 0.001
C 5.36556 -1.06270 0.26292 0.001
C 4.17360 -0.37522 0.27641 0.001
H 5.07230 2.65328 -0.97012 0.000
H 7.25970 1.44955 -1.02542 0.000
H 7.43554 -0.86998 -0.25084 0.000
H 5.43391 -2.08488 0.61155 0.000
```